[1]
ORCA calculation (the ωB97M-V functional and the def2-TZVPD basis) on a structure of composition C5H12N4P2S at a distorted geometry.

```
24
Properties=species:S:1:pos:R:3
C -0.649 -1.301 0.330
C -2.758 -0.579 1.226
C -2.201 -2.843 1.503
C 1.779 2.327 -0.664
C 2.668 0.405 -2.774
N -0.600 -0.247 -0.424
N 0.383 -2.203 0.282
N 0.246 0.001 -1.403
N -1.728 -1.564 1.024
P 1.786 -2.144 -0.334
P 1.787 0.551 -1.165
S 3.003 -0.242 0.304
H -3.004 -0.607 2.247
H -2.333 0.389 0.929
H -3.806 -0.622 0.699
H -3.068 -3.173 0.905
H -1.435 -3.665 1.472
H -2.474 -2.639 2.634
H 1.427 2.495 0.357
H 2.632 2.904 -0.918
H 1.002 3.039 -1.083
H 2.583 -0.539 -3.146
H 2.054 0.949 -3.390
H 3.685 0.589 -2.754
```

Computed properties:
- Energy relative to the best compared isomer or geometry (same formula, charge and spin): 14.6 kcal/mol
- Multiplicity: 1
- Electronic energy: -40750.085 eV
- E_LUMO (alpha / beta): -0.016 / -0.016 hartree
- E_HOMO (alpha / beta): -0.2696 / -0.2695 Ha
- Largest force on an atom: 3.68 eV/Å
- Molecular weight: 222.2 g mol⁻¹

***

[2]
ORCA calculation (the ωB97M-V functional and the def2-TZVPD basis) on a structure of composition C5H12N6 at a distorted geometry.

```
23
Properties=species:S:1:pos:R:3
C -1.337 0.835 0.216
C -3.282 -0.393 -0.508
C -1.060 -1.502 -0.022
C 2.239 -0.263 -1.101
C 2.557 0.294 1.324
N -1.436 2.062 0.303
N -0.277 2.848 0.459
N 0.772 2.161 0.399
N 0.644 0.881 0.158
N -1.875 -0.319 -0.032
N 1.641 0.041 0.190
H -3.442 0.375 -1.346
H -3.702 -1.280 -0.884
H -4.096 -0.036 0.066
H -0.087 -1.188 0.441
H -1.616 -2.344 0.590
H -0.799 -1.804 -1.020
H 1.804 -1.202 -1.440
H 1.977 0.423 -1.890
H 3.272 -0.542 -0.952
H 2.718 -0.712 1.812
H 3.451 0.832 1.118
H 1.933 0.831 2.120
```

Computed properties:
- Energy relative to the best compared isomer or geometry (same formula, charge and spin): 94.1 kcal/mol
- Multiplicity: 1
- Electronic energy: -14313.872 eV
- E_LUMO: 0.025 hartree
- E_HOMO: -0.2911 Ha
- Largest force on an atom: 5.81 eV/Å
- Molecular weight: 156.2 g mol⁻¹

***

[3]
ORCA calculation (the ωB97M-V functional and the def2-TZVPD basis) on the ion C5H12NO with charge -1 at a distorted geometry.

```
19
Properties=species:S:1:pos:R:3
C -0.206 -1.641 -0.690
N -0.890 -0.370 -0.459
C -2.236 -0.383 0.096
C 0.369 0.466 1.658
C -0.133 0.668 0.211
C 1.166 1.137 -0.581
O 2.186 0.285 -0.444
H 0.089 -2.178 0.222
H -0.809 -2.248 -1.362
H 0.589 -1.223 -1.324
H -2.220 -0.505 1.203
H -2.843 -1.160 -0.395
H -2.663 0.589 -0.218
H 1.173 -0.251 1.524
H -0.383 -0.057 2.281
H 0.632 1.423 2.078
H -0.638 1.652 0.047
H 1.237 2.275 -0.335
H 0.791 1.412 -1.611
```

Computed properties:
- Energy relative to the best compared isomer or geometry (same formula, charge and spin): 37.9 kcal/mol
- Multiplicity: 1
- Electronic energy: -8915.422 eV
- E_LUMO: 0.148 hartree
- E_HOMO: -0.0851 Ha
- Largest force on an atom: 3.14 eV/Å
- Molecular weight: 102.2 g mol⁻¹
- Total charge: -1
- Structure (SMILES): C[C@@H](C[O-])N(C)C

***

[4]
ORCA calculation (the ωB97M-V functional and the def2-TZVPD basis) on the ion C5H12NO with charge -1 at a distorted geometry.

```
19
Properties=species:S:1:pos:R:3
C 0.662 0.676 1.330
N -0.455 -0.130 0.897
C -1.337 0.348 -0.139
C -0.691 0.499 -1.511
C -0.494 -0.888 -2.225
O 0.515 -0.931 -3.098
C 1.669 -0.171 2.124
H 0.311 1.483 1.997
H 1.148 1.165 0.469
H -0.260 -1.114 0.911
H -1.790 1.274 0.219
H -2.145 -0.382 -0.241
H 0.323 0.902 -1.451
H -1.271 1.158 -2.161
H -1.501 -1.109 -2.689
H -0.406 -1.625 -1.385
H 1.558 -1.231 1.863
H 1.476 -0.050 3.190
H 2.689 0.125 1.901
```

Computed properties:
- Energy relative to the best compared isomer or geometry (same formula, charge and spin): 19.8 kcal/mol
- Multiplicity: 1
- Electronic energy: -8916.204 eV
- E_LUMO: 0.141 hartree
- E_HOMO: -0.0781 Ha
- Largest force on an atom: 1.23 eV/Å
- Molecular weight: 102.2 g mol⁻¹
- Total charge: -1
- Structure (SMILES): CCNCCC[O-]

***

[5]
ORCA calculation (the ωB97M-V functional and the def2-TZVPD basis) on the ion C5H12NO with charge -1 at a distorted geometry.

```
19
Properties=species:S:1:pos:R:3
C -0.160 1.156 1.214
N -0.012 -0.329 0.868
C -1.205 -0.950 0.089
C -1.253 -0.608 -1.359
C 0.321 -0.949 -1.730
O 1.281 -0.004 -1.459
C 0.994 1.568 2.234
H -1.029 1.397 1.872
H -0.268 1.864 0.325
H 0.834 -0.460 0.286
H -2.104 -0.424 0.529
H -1.065 -2.007 0.279
H -1.354 0.366 -1.842
H -1.957 -1.368 -2.004
H 0.383 -1.311 -2.853
H 0.443 -1.993 -1.247
H 1.774 0.939 2.077
H 0.702 1.474 3.226
H 1.290 2.560 2.265
```

Computed properties:
- Energy relative to the best compared isomer or geometry (same formula, charge and spin): 54.0 kcal/mol
- Multiplicity: 1
- Electronic energy: -8914.722 eV
- E_LUMO: 0.154 hartree
- E_HOMO: -0.0921 Ha
- Largest force on an atom: 4.95 eV/Å
- Molecular weight: 102.2 g mol⁻¹
- Total charge: -1
- Structure (SMILES): CCNCCC[O-]

***

[6]
ORCA calculation (the ωB97M-V functional and the def2-TZVPD basis) on a cluster of 2 separate species, C5H12NO in total at a distorted geometry.

```
19
Properties=species:S:1:pos:R:3
C -0.301 1.084 0.779
C -0.464 -0.199 -1.371
C -1.958 -0.688 0.662
C 2.674 -0.477 0.012
C -0.573 -0.281 0.154
N 0.262 -1.340 0.815
O 0.185 -2.446 0.213
H 0.814 1.453 0.707
H -0.735 1.898 0.156
H -0.576 1.013 1.882
H -1.464 -0.130 -1.917
H 0.034 -1.168 -1.839
H 0.104 0.650 -1.855
H -2.217 -0.340 1.609
H -2.637 -0.252 -0.119
H -2.102 -1.736 0.630
H 3.702 -0.396 0.521
H 2.643 -1.350 -0.727
H 2.446 0.428 -0.387
```

Computed properties:
- Energy relative to the best compared isomer or geometry (same formula, charge and spin): 28.4 kcal/mol
- Multiplicity: 3
- Electronic energy: -8911.728 eV
- E_LUMO (alpha / beta): 0.145 / 0.143 hartree
- E_HOMO (alpha / beta): -0.0339 / -0.0666 Ha
- Largest force on an atom: 4.86 eV/Å
- Molecular weight: 102.2 g mol⁻¹
- Total charge: -1
- ⟨S²⟩: 2.01

***

[7]
ORCA calculation (the ωB97M-V functional and the def2-TZVPD basis) on the ion C5H12NO with charge +1 at a distorted geometry.

```
19
Properties=species:S:1:pos:R:3
C -1.346 0.667 -0.099
C 1.021 -0.592 -0.860
C 1.577 -1.877 -0.427
C 1.741 0.499 -1.758
C -1.875 1.084 2.346
N -0.243 -0.330 -0.534
O -0.869 1.001 1.199
H -2.216 -0.006 -0.103
H 0.910 -2.185 0.394
H 2.651 -1.923 -0.114
H 1.249 -2.694 -1.128
H 2.809 0.283 -1.893
H 1.604 1.639 -1.458
H 1.296 0.485 -2.736
H -2.141 0.096 2.826
H -2.735 1.601 1.894
H -1.488 1.829 2.996
H -1.574 1.643 -0.594
H -0.373 -1.219 0.049
```

Computed properties:
- Energy relative to the best compared isomer or geometry (same formula, charge and spin): 63.9 kcal/mol
- Multiplicity: 1
- Electronic energy: -8907.860 eV
- E_LUMO: -0.163 hartree
- E_HOMO: -0.5310 Ha
- Largest force on an atom: 5.70 eV/Å
- Molecular weight: 102.2 g mol⁻¹
- Total charge: +1
- Structure (SMILES): COC[NH+]=C(C)C

***

[8]
ORCA calculation (the ωB97M-V functional and the def2-TZVPD basis) on the ion C5H12NO with charge +1 at a distorted geometry.

```
19
Properties=species:S:1:pos:R:3
C -0.491 -1.252 -0.864
C -0.004 -0.648 0.571
C -0.112 -0.583 -2.119
C -0.849 -0.572 1.828
C 0.378 1.840 0.332
N 0.965 0.473 0.441
O 0.519 -1.739 0.019
H -1.282 -1.903 -0.949
H -0.076 -1.201 -2.977
H 0.907 -0.041 -2.126
H -0.883 0.270 -2.285
H -0.144 -1.021 2.687
H -1.704 -1.361 1.784
H -1.335 0.411 2.077
H -0.110 2.228 1.164
H 1.155 2.481 0.206
H -0.072 1.976 -0.598
H 1.674 0.358 1.156
H 1.465 0.283 -0.346
```

Computed properties:
- Energy relative to the best compared isomer or geometry (same formula, charge and spin): 61.6 kcal/mol
- Multiplicity: 1
- Electronic energy: -8907.959 eV
- E_LUMO: -0.115 hartree
- E_HOMO: -0.5301 Ha
- Largest force on an atom: 4.64 eV/Å
- Molecular weight: 102.2 g mol⁻¹
- Total charge: +1
- Structure (SMILES): C[NH2+][C@]1(C)O[C@@H]1C